Record 1
Computed, not measured: a cluster of 8 separate species, H18NO7 in total in a non-equilibrium geometry, with ωB97M-V/def2-TZVPD.

The geometry in ORCA input format:
```
! wB97M-V def2-TZVPD RIJCOSX def2/J DEFGRID3
* xyz 1 1
N -0.20754 -0.17242 0.02515
H -0.28254 0.86658 0.36415
H -0.18254 -0.10242 -0.96485
H -0.89754 -0.79542 0.31015
H 0.80246 -0.62942 0.46915
O 1.82946 -2.08342 -1.07385
H 1.72146 -2.82942 -0.52985
H 2.61846 -2.13642 -1.76885
O -2.03054 1.47358 1.86115
H -2.55054 0.78058 2.37915
H -2.22254 2.23458 2.35515
O 0.21346 -1.10042 -3.23885
H 1.05646 -1.41242 -2.79785
H 0.73046 -0.40642 -3.78785
O 0.71146 2.96658 1.91715
H 0.88946 3.51258 1.25315
H -0.22554 3.21658 2.20815
O -2.93454 -0.02142 -1.43985
H -2.37354 0.55658 -2.12985
H -3.64654 0.38258 -1.09285
O 0.06446 -2.86842 1.92115
H 1.01546 -3.02642 2.17815
H -0.39754 -3.64342 2.13515
O 2.12546 1.44558 -0.13985
H 2.04546 1.93658 0.56215
H 2.12746 1.85558 -0.97485
*
```

## Properties
maximum force: 0.1511 Eh/bohr
HOMO energy: -0.53835 Eh
E_tot: -16106.865 eV
frontier orbital gap: 11.6 eV
relative energy (zero: lowest compared OMol25 entry of this formula, charge and spin): 435.3 kJ/mol
LUMO energy: -0.1109 Ha

Charges obtained by Löwdin population analysis, quoted in units of e:
1 N 0.25
2 H 0.14
3 H 0.06
4 H 0.07
5 H 0.22
6 O -0.08
7 H 0.01
8 H 0.15
9 O -0.06
10 H 0.10
11 H 0.01
12 O -0.11
13 H 0.01
14 H 0.09
15 O -0.01
16 H -0.04
17 H 0.09
18 O -0.06
19 H 0.13
20 H -0.04
21 O -0.05
22 H 0.08
23 H 0.01
24 O 0.05
25 H -0.08
26 H 0.05



Record 2
Computed, not measured: an isolated molecule of C3H6N2 in a non-equilibrium geometry, with ωB97M-V/def2-TZVPD.

The geometry in ORCA input format:
```
! wB97M-V def2-TZVPD RIJCOSX def2/J DEFGRID3
* xyz 0 1
H 1.15779 1.05983 0.51816
N 1.75434 0.45148 0.16540
C 1.28385 -0.64822 -0.29411
N -0.16257 -0.68740 -0.65663
C -0.84305 0.56391 -0.50037
C -0.77492 -0.48057 0.67395
H 1.76128 -1.41299 -0.80966
H -1.76329 0.97770 -1.14771
H -0.31430 1.29951 -0.29566
H -0.35384 -0.11563 1.55134
H -1.74528 -1.00762 0.79531
*
```

## Properties
maximum force: 0.1641 Eh/bohr
HOMO energy: -0.35706 Eh
SMILES: [H]/N=C\N1CC1
E_tot: -6184.241 eV
frontier orbital gap: 10.8 eV
relative energy (zero: lowest compared OMol25 entry of this formula, charge and spin): 415.3 kJ/mol
LUMO energy: 0.0404 Ha

Charges obtained by Löwdin population analysis, quoted in units of e:
1 H -0.04
2 N 0.13
3 C -0.17
4 N -0.08
5 C -0.14
6 C -0.11
7 H 0.09
8 H 0.16
9 H -0.02
10 H 0.08
11 H 0.10



Record 3
Computed, not measured: a cluster of 2 separate species, CH2BrF2P in total in a non-equilibrium geometry, with ωB97M-V/def2-TZVPD.

The geometry in ORCA input format:
```
! wB97M-V def2-TZVPD RIJCOSX def2/J DEFGRID3
* xyz 0 1
C -0.15589 0.70926 -0.32549
F -0.95245 1.83804 -0.26379
F 1.05855 1.06605 0.16360
P -0.72494 -0.80750 0.60777
Br 0.30530 -2.15427 -0.78978
H -0.16819 0.40239 -1.46635
H 0.63762 -1.05397 2.07403
*
```

## Properties
maximum force: 0.0689 Eh/bohr
HOMO energy: -0.35592 Eh
E_tot: -85833.560 eV
frontier orbital gap: 9.0 eV
relative energy (zero: lowest compared OMol25 entry of this formula, charge and spin): 168.2 kJ/mol
LUMO energy: -0.0249 Ha

Charges obtained by Löwdin population analysis, quoted in units of e:
1 C -0.76
2 F -0.03
3 F -0.04
4 P 0.48
5 Br 0.19
6 H 0.10
7 H 0.06



Record 4
Computed, not measured: a structure of composition CClI3 in a non-equilibrium geometry, with ωB97M-V/def2-TZVPD.

The geometry in ORCA input format:
```
! wB97M-V def2-TZVPD RIJCOSX def2/J DEFGRID3
* xyz 0 3
C 1.04870 1.38120 -1.03769
Cl 2.42150 0.50145 -1.08370
I -1.75498 -2.44384 3.11532
I -0.37939 0.95894 -2.46830
I -1.33583 -0.39775 1.47438
*
```

## Properties
maximum force: 0.0267 Eh/bohr
HOMO energy (spin up / spin down): -0.30420 / -0.34371 Eh
E_tot: -37857.771 eV
frontier orbital gap (spin up / spin down): 6.7 / 7.3 eV
relative energy (zero: lowest compared OMol25 entry of this formula, charge and spin): 3.5 kJ/mol
LUMO energy (spin up / spin down): -0.0591 / -0.0768 Ha

Charges obtained by Löwdin population analysis, quoted in units of e:
1 C -1.21
2 Cl 0.50
3 I 0.01
4 I 0.69
5 I 0.01



Record 5
Computed, not measured: a structure of composition C33H43BBrIN6PbS3 in a non-equilibrium geometry, with ωB97M-V/def2-TZVPD.

The geometry in ORCA input format:
```
! wB97M-V def2-TZVPD RIJCOSX def2/J DEFGRID3
* xyz 4 1
Pb -0.10182 0.95126 0.54672
C -1.07720 -4.17005 1.14609
C 0.05029 -4.10625 0.19480
C 0.50689 -5.21060 -0.48480
C 1.58800 -5.08783 -1.38497
N 2.08434 -3.90008 -1.64028
N 1.67465 -2.82305 -0.99270
B 2.35102 -1.50063 -1.37436
N 3.39138 -1.04569 -0.34669
N 4.29235 -1.98724 -0.13255
C 5.26007 -1.84095 0.73792
C 5.29594 -0.68171 1.54383
C 4.37988 0.32726 1.34190
C 4.35684 1.54479 2.18157
C 3.42855 0.13932 0.29918
S 2.42216 1.44793 -0.21843
C 6.28390 -2.94273 0.85555
C 7.50711 -2.52415 1.66705
C 5.60195 -4.15911 1.49288
C 6.76714 -3.30283 -0.56376
N 1.55258 -0.56619 -2.20993
N 2.56025 -1.21970 -2.81721
C 2.82338 -1.16155 -4.10158
C 1.93993 -0.33138 -4.84541
C 0.85802 0.30070 -4.27504
C -0.08172 1.12625 -5.05095
C 0.64038 0.15548 -2.84526
S -0.68968 0.86398 -2.06674
C 3.96183 -1.92543 -4.68637
C 4.94894 -0.93969 -5.33723
C 3.43389 -2.88152 -5.77016
C 4.67575 -2.71227 -3.58809
C 0.73331 -2.87219 -0.02715
S 0.48964 -1.58416 1.09632
C 2.22033 -6.28334 -2.06138
C 1.55404 -7.60682 -1.68808
C 3.68817 -6.33496 -1.58913
C 2.15720 -6.09252 -3.57817
H -1.53852 -5.15180 1.14854
H -1.82594 -3.41618 0.90336
H -0.71911 -3.95172 2.15138
H 0.04702 -6.17329 -0.32387
H 6.04037 -0.58750 2.32143
H 5.24433 1.60957 2.80470
H 3.48812 1.52822 2.84210
H 4.27903 2.44541 1.57277
H 7.26107 -2.40324 2.72195
H 7.95378 -1.61543 1.26719
H 8.27270 -3.29866 1.62947
H 5.32830 -3.96700 2.52827
H 6.28776 -5.00136 1.47915
H 4.70311 -4.42011 0.93678
H 7.23153 -2.44967 -1.05122
H 5.92140 -3.64053 -1.15751
H 7.50214 -4.10196 -0.50598
H 2.11444 -0.21578 -5.90416
H 0.15532 1.13338 -6.10954
H -0.06622 2.15303 -4.67778
H -1.10470 0.77733 -4.90850
H 4.51239 -0.41116 -6.17875
H 5.79709 -1.51265 -5.70445
H 5.31457 -0.21212 -4.61710
H 2.99013 -2.34957 -6.60580
H 2.69509 -3.57074 -5.36906
H 4.26963 -3.46136 -6.15449
H 5.14312 -2.03227 -2.88156
H 5.45412 -3.32485 -4.03544
H 3.98199 -3.35980 -3.05765
H 1.61069 -7.79758 -0.61870
H 2.05978 -8.43744 -2.17767
H 0.52022 -7.63757 -2.02978
H 3.75496 -6.56952 -0.52912
H 4.17372 -5.37968 -1.77382
H 4.21250 -7.11185 -2.13622
H 1.13078 -6.10884 -3.93993
H 2.69607 -6.89667 -4.06822
H 2.60798 -5.14388 -3.85199
Br -7.53378 -1.74671 -0.95634
C -7.00692 0.05361 -1.11177
C -7.94872 1.01481 -1.50060
C -7.58709 2.34195 -1.59341
C -6.27662 2.73674 -1.29037
C -5.32610 1.79423 -0.92022
C -5.67714 0.46087 -0.83648
I -4.22051 -0.94590 -0.32675
H -8.95903 0.70458 -1.72506
H -8.31651 3.08100 -1.89856
H -5.99881 3.78005 -1.34940
H -4.31571 2.10591 -0.70055
*
```

## Properties
maximum force: 0.0346 Eh/bohr
HOMO energy (spin up / spin down): -0.69312 / -0.69108 Eh
E_tot: -160394.261 eV
frontier orbital gap (spin up / spin down): 4.3 / 5.5 eV
LUMO energy (spin up / spin down): -0.5352 / -0.4906 Ha

Charges obtained by Löwdin population analysis, quoted in units of e:
1 Pb 0.86
2 C -0.04
3 C -0.22
4 C 0.13
5 C -0.16
6 N 0.20
7 N 0.05
8 B -0.67
9 N 0.06
10 N 0.23
11 C -0.14
12 C 0.15
13 C -0.20
14 C -0.02
15 C -0.52
16 S 0.82
17 C -0.53
18 C -0.03
19 C -0.01
20 C -0.02
21 N 0.13
22 N 0.26
23 C -0.07
24 C 0.14
25 C -0.19
26 C -0.03
27 C -0.60
28 S 0.61
29 C -0.52
30 C 0.00
31 C 0.00
32 C -0.04
33 C -0.53
34 S 0.59
35 C -0.53
36 C -0.04
37 C -0.02
38 C -0.02
39 H 0.11
40 H 0.07
41 H 0.10
42 H 0.14
43 H 0.14
44 H 0.11
45 H 0.11
46 H 0.09
47 H 0.10
48 H 0.10
49 H 0.11
50 H 0.10
51 H 0.11
52 H 0.07
53 H 0.10
54 H 0.05
55 H 0.11
56 H 0.15
57 H 0.11
58 H 0.11
59 H 0.10
60 H 0.10
61 H 0.11
62 H 0.10
63 H 0.10
64 H 0.08
65 H 0.11
66 H 0.08
67 H 0.12
68 H 0.05
69 H 0.10
70 H 0.11
71 H 0.10
72 H 0.09
73 H 0.06
74 H 0.10
75 H 0.10
76 H 0.11
77 H 0.05
78 Br 0.98
79 C -0.64
80 C -0.06
81 C 0.03
82 C 0.04
83 C -0.12
84 C -0.69
85 I 0.99
86 H 0.13
87 H 0.15
88 H 0.14
89 H 0.10



Record 6
Computed, not measured: a cluster of 2 separate species, C2H3O4PS2 in total in a non-equilibrium geometry, with ωB97M-V/def2-TZVPD.

The geometry in ORCA input format:
```
! wB97M-V def2-TZVPD RIJCOSX def2/J DEFGRID3
* xyz -2 1
C 2.60226 -1.30683 -1.53987
C -0.13784 0.48233 0.25205
O -0.00728 -2.71198 -1.07839
O 1.93631 -3.49299 -2.62092
O 3.74447 -1.33740 -1.73197
O 2.20296 -3.50232 -0.08348
P 1.46291 -2.98117 -1.31566
S 2.42095 1.71821 -1.27168
S 0.70419 1.99347 -0.37165
H -0.96371 0.79407 0.91804
H 0.61533 -0.13655 0.64691
H -0.49507 -0.12379 -0.53860
*
```

## Properties
maximum force: 0.0948 Eh/bohr
HOMO energy: 0.01487 Eh
E_tot: -41273.467 eV
frontier orbital gap: 5.4 eV
LUMO energy: 0.2118 Ha

Charges obtained by Löwdin population analysis, quoted in units of e:
1 C -0.11
2 C -0.50
3 O -0.41
4 O -0.38
5 O 0.05
6 O -0.42
7 P 0.06
8 S -0.27
9 S -0.01
10 H 0.02
11 H -0.01
12 H -0.02